Entry from the Open Molecules 2025 dataset: C36H58BGeN6O2ReSSe as an isolated structure (ωB97M-V/def2-TZVPD).

Calculated values
**Total charge**: +1
**Molecular weight**: 987.6 g mol⁻¹
**Multiplicity**: 4
**HOMO (spin up / spin down)**: -9.73 / -9.73 eV
**Largest force on an atom**: 0.891 eV/Å
**Energy above the lowest of the compared OMol25 structures with the same formula, charge and spin**: 89.2 kJ/mol
**Kohn-Sham gap (spin up / spin down)**: 0.2279 / 0.2067 Eh

Each line ends with the Löwdin charge.
Cartesian coordinates (Å):
Re1 0.43 0.90 -0.07  1.5109
C1 5.21 -1.46 -0.68  0.0048
C2 3.74 -1.38 -0.92  -0.2320
C3 2.84 -2.37 -1.29  0.0659
C4 1.59 -1.76 -1.34  -0.2334
N1 1.73 -0.49 -0.96  -0.1108
N2 3.05 -0.25 -0.74  0.0429
B1 3.45 1.23 -0.95  -0.4945
N3 2.52 1.82 -2.04  0.0324
N4 1.16 1.98 -1.84  -0.0174
C5 0.66 2.54 -2.96  -0.2041
C6 1.70 2.74 -3.87  0.0389
C7 2.85 2.27 -3.26  -0.2428
C8 4.23 2.19 -3.82  -0.0016
C9 -0.78 2.93 -3.25  -0.5411
C10 -1.18 2.28 -4.59  -0.0320
C11 -1.76 2.52 -2.17  -0.0564
C12 -0.82 4.46 -3.40  -0.0286
N5 3.18 2.03 0.32  0.0364
N6 1.92 2.14 0.85  -0.0039
C13 1.97 3.09 1.82  -0.1768
C14 3.28 3.54 1.91  0.0518
C15 4.01 2.87 0.95  -0.2350
C16 5.45 3.04 0.59  0.0020
C17 0.83 3.63 2.65  -0.5247
C18 0.21 2.50 3.47  -0.0235
C19 -0.20 4.30 1.72  -0.0232
C20 1.34 4.71 3.61  -0.0571
C21 0.31 -2.29 -1.95  -0.5229
C22 0.63 -2.72 -3.39  -0.0261
C23 -0.74 -1.17 -2.03  -0.0866
C24 -0.19 -3.50 -1.16  -0.0520
H1 5.49 -2.50 -0.49  0.0908
H2 5.50 -0.86 0.17  0.0877
H3 5.77 -1.12 -1.55  0.0926
H4 3.07 -3.40 -1.52  0.1284
H5 4.60 1.31 -1.28  0.1233
H6 1.64 3.19 -4.85  0.1242
H7 4.22 2.53 -4.85  0.0889
H8 4.60 1.17 -3.79  0.0884
H9 4.93 2.82 -3.25  0.0866
H10 -1.09 1.19 -4.54  0.0836
H11 -0.58 2.65 -5.41  0.0827
H12 -2.23 2.52 -4.80  0.0944
H13 -1.79 1.43 -2.04  0.0642
H14 -2.77 2.83 -2.46  0.1055
H15 -1.54 2.99 -1.22  0.0631
H16 -0.13 4.81 -4.16  0.0844
H17 -0.56 4.95 -2.45  0.0921
H18 -1.83 4.77 -3.68  0.0946
H19 3.66 4.29 2.58  0.1198
H20 5.92 3.70 1.31  0.0911
H21 5.55 3.48 -0.41  0.0907
H22 5.97 2.08 0.58  0.0856
H23 -0.09 1.68 2.83  0.0231
H24 -0.67 2.85 4.02  0.1045
H25 0.94 2.11 4.19  0.1054
H26 -0.58 3.62 0.96  0.0427
H27 0.26 5.15 1.20  0.0954
H28 -1.04 4.68 2.30  0.0991
H29 2.06 4.30 4.32  0.0926
H30 0.50 5.10 4.18  0.0954
H31 1.80 5.54 3.07  0.0900
H32 1.05 -1.89 -3.96  0.0953
H33 -0.30 -3.04 -3.87  0.0969
H34 1.33 -3.55 -3.41  0.0894
H35 -0.37 -0.36 -2.66  0.0706
H36 -1.02 -0.79 -1.04  -0.0107
H37 -1.66 -1.55 -2.48  0.1065
H38 0.56 -4.30 -1.17  0.0923
H39 -1.11 -3.89 -1.61  0.0894
H40 -0.40 -3.25 -0.12  0.0237
O1 -3.43 1.52 0.81  0.1392
C25 -2.35 1.25 1.26  -0.5336
O2 -1.22 1.65 0.64  -0.3203
C26 -2.17 0.52 2.53  -0.2207
C27 -3.07 0.74 3.56  -0.0124
C28 -2.94 0.08 4.77  -0.0536
C29 -1.91 -0.84 4.94  -0.0539
C30 -1.02 -1.09 3.91  -0.1030
C31 -1.13 -0.40 2.71  -0.5974
S1 0.00 -0.86 1.43  0.7264
H41 -3.88 1.44 3.39  0.1323
H42 -3.65 0.27 5.57  0.1122
H43 -1.80 -1.36 5.89  0.1127
H44 -0.23 -1.82 4.03  0.1085
C32 -1.57 -6.65 0.89  -0.2148
Ge1 -3.20 -5.60 1.10  0.7435
C33 -4.15 -5.44 -0.59  -0.2314
C34 -4.35 -6.40 2.45  -0.2217
C35 -2.61 -3.82 1.75  -0.5759
Se1 -2.99 -2.31 0.58  0.8825
C36 -4.64 -1.71 1.40  -0.3650
H45 -1.79 -7.61 0.43  0.0232
H46 -1.11 -6.83 1.87  0.0238
H47 -0.84 -6.13 0.26  0.0012
H48 -4.15 -6.42 -1.09  0.0228
H49 -3.69 -4.71 -1.25  -0.0112
H50 -5.19 -5.15 -0.43  0.0235
H51 -4.70 -7.37 2.10  0.0229
H52 -5.23 -5.77 2.64  0.0204
H53 -3.81 -6.54 3.38  0.0218
H54 -1.53 -3.85 1.89  -0.0001
H55 -3.07 -3.59 2.71  0.0148
H56 -5.47 -2.35 1.10  0.0223
H57 -4.83 -0.69 1.06  0.0144
H58 -4.52 -1.72 2.48  0.0228